No. 1
The following is a DFT calculation (the ωB97M-V functional and the def2-TZVPD basis) of a 2-piece molecular cluster, C7H7N3O3 overall.

Summary:
Energy above the lowest of the compared OMol25 structures with the same formula, charge and spin   477.57 kJ/mol
SMILES   C1=C/C(=C2/C=CON2)NO1.N=C=O
Total energy   -660.7307 Eh

Cartesian coordinates (Å):
C -1.6935 -0.6386 1.2804
C -1.9363 0.0801 2.3611
C -0.8597 0.1403 0.3668
C 0.5102 0.7214 -1.7774
C 0.7384 -0.0572 -2.7995
C 1.9990 -0.4466 0.6159
C -0.1486 -0.1680 -0.7317
N -0.8724 1.4762 0.8990
N -0.3436 -1.3911 -1.4267
N 2.3148 0.6127 1.0332
O 1.9248 -1.5336 0.2616
O -1.2868 1.3728 2.2902
O 0.3612 -1.3597 -2.6445
H -1.9481 -1.6825 1.2389
H -2.3053 -0.2500 3.2769
H 0.7012 1.7329 -1.8197
H 0.9306 0.1245 -3.8477
H 0.1018 -2.1701 -0.9325
H 0.0045 2.0323 0.9622
H 1.8077 1.4042 1.3934

Cartesian forces, eV/Å:
C 0.3495 -0.2444 -0.2983
C 2.3901 2.3105 -1.4551
C 0.6468 0.7781 0.1595
C -0.8758 -1.7763 1.9081
C -0.4834 -1.5789 -1.8581
C -0.0191 -0.0125 0.4602
C -0.8039 1.3440 -1.8060
N 0.0380 0.4148 0.7263
N -0.0930 -1.4901 1.2149
N 0.6781 2.5937 0.9166
O 0.0720 -2.5183 -0.7853
O -1.3258 -1.8494 0.0760
O 0.2650 0.7245 -0.3993
H -0.0537 -0.0498 -0.4443
H -0.7443 0.1298 1.3749
H 0.1770 1.9487 0.4517
H 0.6446 0.3912 0.2325
H -0.2171 0.2656 -0.0289
H -0.7765 -0.9260 -0.3226
H 0.1315 -0.4554 -0.1227

No. 2
The following is a DFT calculation (the ωB97M-V functional and the def2-TZVPD basis) of a 5-piece molecular cluster, C25H65N2O6P2 overall.

Summary:
Total charge   +1
Total energy   -2234.9638 Eh

Cartesian coordinates (Å):
C 2.0004 1.7115 0.0533
O 0.6197 1.9390 0.2801
C 0.0782 2.9042 -0.5880
C -1.4450 2.7926 -0.5414
C -2.1873 4.1322 -0.7003
C -3.2017 4.1497 -1.8469
C -4.5207 3.4450 -1.4835
C -5.6966 4.3943 -1.2543
C -7.0438 3.6737 -1.3222
C -8.1842 4.4609 -0.6470
P -8.6803 3.8560 0.9829
C -9.6514 2.3269 0.9030
C -9.0414 1.1018 0.2160
C -7.9765 0.3880 1.0415
C -7.1648 -0.6441 0.2477
N -6.4217 -0.1708 -0.9076
P -7.0734 4.0577 2.5497
N -5.7858 3.1579 1.9896
O -7.9436 3.0166 3.4803
H 2.1498 1.1171 -0.8549
H 2.5519 2.6511 -0.0459
H 2.4037 1.1767 0.9071
H 0.4531 2.7472 -1.6079
H 0.3917 3.9115 -0.2784
H -1.7803 2.0971 -1.3153
H -1.6764 2.3251 0.4176
H -2.7209 4.3601 0.2307
H -1.4721 4.9468 -0.8321
H -3.4017 5.1831 -2.1396
H -2.7652 3.6565 -2.7176
H -4.3546 2.8604 -0.5690
H -4.7947 2.7160 -2.2521
H -5.6741 5.1916 -2.0013
H -5.5988 4.8867 -0.2809
H -7.3146 3.5086 -2.3662
H -6.9501 2.6748 -0.8862
H -7.9003 5.5085 -0.5115
H -9.1000 4.4704 -1.2439
H -9.5994 4.8043 1.4496
H -10.5763 2.6293 0.4020
H -9.9052 2.1011 1.9424
H -9.8722 0.4128 0.0451
H -8.6699 1.3645 -0.7762
H -8.4771 -0.1379 1.8600
H -7.2997 1.0971 1.5338
H -6.4580 -1.1192 0.9307
H -7.8349 -1.4360 -0.0938
H -5.8208 0.6216 -0.7230
H -7.0045 0.0389 -1.7058
H -4.9253 3.6844 1.9129
H -5.8378 2.4287 1.2928
H -7.6207 2.9606 4.3859
C 7.1551 1.9464 2.0426
C 5.7181 1.6108 2.4022
C 5.6184 0.4362 3.3576
O 4.9496 1.3597 1.2188
H 7.6304 1.0877 1.5588
H 7.1942 2.7928 1.3574
H 7.7350 2.1903 2.9337
H 5.2427 2.4879 2.8475
H 6.0371 -0.4629 2.8974
H 4.5809 0.2200 3.6076
H 6.1694 0.6268 4.2800
H 5.3419 0.5994 0.7735
C 2.6203 -2.6782 1.1678
C 4.0648 -2.4579 1.5847
C 5.0101 -3.4364 0.9150
O 4.2034 -2.4806 3.0040
H 2.2927 -3.6802 1.4624
H 1.9671 -1.9476 1.6448
H 2.5148 -2.5915 0.0853
H 4.3545 -1.4391 1.3142
H 4.7675 -4.4642 1.1996
H 6.0385 -3.2401 1.2227
H 4.9440 -3.3509 -0.1699
H 3.9340 -3.3465 3.3293
C 7.3567 -0.8173 -2.5792
C 6.7266 -2.1365 -2.1660
C 7.1898 -3.2973 -3.0273
O 5.2973 -2.0347 -2.1698
H 7.0870 -0.5779 -3.6119
H 7.0124 -0.0053 -1.9384
H 8.4447 -0.8695 -2.5219
H 6.9731 -2.3420 -1.1214
H 6.9157 -3.1205 -4.0722
H 6.7326 -4.2305 -2.7003
H 8.2748 -3.4038 -2.9820
H 5.0184 -1.8572 -3.0750
C 4.8676 -8.5753 -1.6644
C 5.7579 -7.4603 -1.1437
C 5.5752 -7.2236 0.3456
O 5.5438 -6.2512 -1.8743
H 3.8151 -8.3224 -1.5048
H 5.0267 -8.7256 -2.7316
H 5.0696 -9.5131 -1.1452
H 6.8023 -7.7084 -1.3448
H 4.5401 -6.9349 0.5532
H 6.2302 -6.4193 0.6796
H 5.7984 -8.1209 0.9241
H 4.6344 -5.9668 -1.7281

Cartesian forces, eV/Å:
C -0.0003 0.0571 0.0145
O -0.0021 -0.0761 -0.0255
C -0.0796 0.0305 -0.0272
C -0.0276 -0.0215 0.0393
C -0.0584 0.0270 0.0075
C 0.0384 -0.0600 0.0961
C 0.0152 -0.0504 -0.0244
C 0.0113 -0.0543 0.0408
C -0.0148 0.0220 0.0553
C -0.0407 0.0965 -0.0578
P 0.1429 0.0832 0.0072
C -0.0817 -0.0776 0.0484
C -0.0693 -0.0029 -0.0005
C -0.0452 -0.0798 -0.0151
C 0.0180 -0.0043 0.0561
N -0.0726 0.1060 -0.0788
P 0.0542 -0.2405 0.1064
N -0.0608 0.3704 -0.3090
O 0.0173 -0.0111 -0.2607
H 0.0208 0.0228 -0.0134
H -0.0027 0.0098 0.0309
H -0.0288 -0.0422 -0.0016
H -0.0183 0.0365 -0.0248
H 0.0534 -0.0325 0.0391
H 0.0150 -0.0609 0.0563
H -0.0340 0.0277 0.0029
H 0.0498 0.1108 -0.0063
H 0.0336 -0.0453 -0.0583
H -0.0678 -0.0200 -0.0270
H 0.0678 0.0882 -0.0107
H -0.0540 -0.0940 -0.0494
H -0.0182 0.0798 -0.0597
H -0.0623 -0.0008 0.0054
H 0.0789 0.0413 -0.0089
H 0.0354 -0.0442 0.0057
H 0.0198 0.0097 0.0432
H -0.0188 0.0008 -0.0190
H 0.0148 -0.0419 -0.0079
H -0.0104 -0.0274 0.0161
H 0.0089 0.0105 0.0139
H -0.0275 0.0012 -0.0144
H 0.0499 -0.0309 -0.0420
H 0.0387 0.0487 0.0156
H 0.0595 0.0606 0.0718
H -0.0450 -0.0032 -0.1255
H -0.0310 -0.0177 0.0139
H 0.0155 0.0027 -0.0157
H 0.0661 -0.0653 0.0608
H -0.0023 -0.0084 0.0093
H 0.0367 -0.0530 0.0691
H -0.0152 -0.1427 0.1806
H 0.0107 0.0555 0.1898
C -0.0053 -0.0117 -0.0122
C -0.0218 -0.0036 -0.0004
C 0.0193 -0.0073 -0.0219
O 0.0389 0.0039 -0.0091
H 0.0114 0.0025 0.0098
H -0.0023 -0.0032 -0.0044
H -0.0022 0.0013 0.0024
H 0.0021 -0.0037 -0.0037
H 0.0190 -0.0050 0.0311
H -0.0014 -0.0036 -0.0068
H 0.0012 0.0256 -0.0048
H -0.0001 0.0128 -0.0227
C 0.0082 -0.0202 0.0374
C -0.0234 0.0928 -0.0548
C 0.0501 -0.0305 0.0468
O -0.0272 -0.0176 0.0911
H -0.0104 0.0009 -0.0161
H -0.0002 -0.0017 0.0019
H 0.0057 0.0034 -0.0019
H -0.0290 -0.0077 -0.0274
H -0.0395 0.0136 0.0033
H 0.0019 -0.0108 -0.0035
H 0.0066 -0.0244 -0.0022
H 0.0114 -0.0259 -0.0606
C -0.0207 0.0026 -0.0021
C 0.0215 0.0024 0.0316
C -0.0340 0.0042 -0.0139
O -0.0138 0.0359 0.0108
H 0.0148 0.0041 0.0006
H -0.0046 0.0054 -0.0045
H 0.0012 -0.0016 0.0041
H 0.0131 -0.0070 -0.0104
H 0.0158 -0.0037 -0.0018
H 0.0003 -0.0008 0.0010
H 0.0023 0.0035 0.0017
H -0.0035 -0.0161 -0.0034
C -0.0163 0.0261 -0.0141
C 0.0207 -0.0087 -0.0004
C 0.0188 0.0415 -0.0200
O 0.0002 -0.0013 -0.0131
H 0.0006 -0.0140 0.0044
H -0.0041 0.0032 -0.0002
H 0.0057 -0.0001 0.0015
H -0.0074 -0.0145 0.0126
H 0.0004 -0.0200 0.0203
H -0.0086 -0.0052 0.0248
H -0.0007 -0.0156 -0.0206
H 0.0021 0.0096 0.0071

No. 3
The following is a DFT calculation (the ωB97M-V functional and the def2-TZVPD basis) of C13H34N2O5Tl as an isolated structure.

Summary:
Total charge   +3
Energy above the lowest of the compared OMol25 structures with the same formula, charge and spin   125.73 kJ/mol
Total energy   -1172.5353 Eh

Cartesian coordinates (Å):
Tl -0.2321 -0.2041 -0.0663
C -0.4155 2.3510 -4.2947
O -1.0219 1.0551 -4.2333
C -1.8192 0.6850 -5.3281
C -1.7733 -0.8389 -5.4482
N -2.2273 -1.5576 -4.2367
C -2.1391 -3.0071 -4.4236
C -0.6484 -3.5109 -4.6480
O 0.1570 -3.1905 -3.5219
C 1.2728 -4.1338 -3.4878
H -0.0089 2.6847 -3.3400
H -1.1379 3.0518 -4.7133
H 0.3855 2.1510 -5.0064
H -1.4046 1.1174 -6.2387
H -2.8198 1.0467 -5.0913
H -0.7431 -1.1444 -5.6315
H -2.3941 -1.2668 -6.2354
H -3.1890 -1.2528 -4.1889
H -2.8174 -3.2904 -5.2284
H -2.5640 -3.5514 -3.5802
H -0.2937 -3.0642 -5.5769
H -0.6329 -4.5854 -4.8306
H 2.0998 -3.8379 -2.8422
H 1.7807 -4.1308 -4.4523
H 1.0844 -5.1894 -3.2924
C 4.4322 -0.0305 3.2048
O 3.0573 0.1884 3.6014
C 2.8944 0.2482 5.0162
C 1.3586 0.4352 5.4284
N 0.4840 1.2623 4.5544
C 0.6879 2.7318 4.6079
C 1.9011 3.3537 3.9822
O 2.1664 2.9890 2.6436
C 3.0957 3.9107 2.0864
H 5.0271 0.8738 3.3337
H 4.4513 -0.1793 2.1252
H 4.9744 -0.8614 3.6562
H 3.4249 1.0639 5.5075
H 3.2285 -0.7088 5.4169
H 1.2205 0.7038 6.4757
H 0.9067 -0.5566 5.4381
H -0.4231 1.0926 4.9648
H 0.5432 3.1669 5.5967
H -0.1859 3.1145 4.0805
H 2.8091 3.1005 4.5294
H 1.7711 4.4330 4.0615
H 3.3730 3.5825 1.0847
H 3.9735 3.9795 2.7289
H 2.6302 4.8963 2.0798
C -6.0728 -1.6048 2.6481
O -5.4807 -1.3301 1.3559
H -6.3040 -0.7083 3.2234
H -6.9315 -2.2736 2.5889
H -5.3149 -2.2233 3.1289
H -6.1961 -1.0362 0.7872

Cartesian forces, eV/Å:
Tl -0.0383 -0.0675 -0.0385
C -0.3037 -0.7718 -1.2426
O 0.3653 -0.5323 1.4501
C -0.0805 -0.3121 0.3405
C 1.2026 -0.0629 1.2410
N -0.1889 -0.0447 -2.2449
C 1.4352 -0.5178 1.3816
C -1.4843 0.4734 -0.0219
O 0.3902 -1.3394 -0.1724
C 1.1611 0.5386 -0.7604
H -0.2607 -0.3517 -0.0036
H 0.1911 0.2947 0.1239
H 0.4442 0.8598 -0.0810
H -0.3792 0.1472 -0.2323
H -0.3565 0.0642 -0.5433
H -0.0123 0.1217 -0.1656
H -0.1267 0.5291 -0.6284
H -0.5840 -0.0918 1.2381
H 0.2538 -0.1598 -0.7038
H 0.0650 0.3672 0.3693
H 0.4761 0.1638 0.0778
H -0.3064 -0.0835 0.1020
H -0.6756 0.5105 0.5842
H -0.2798 0.0776 -0.4213
H -0.9662 0.1395 0.2836
C -0.1056 0.5709 -0.8076
O 0.7510 0.0703 0.7339
C -2.1678 0.2895 -0.2002
C 0.7167 -0.9705 -1.8700
N 1.8043 0.3934 2.3570
C -1.3990 -0.2634 -1.7592
C 0.7326 -0.5889 0.1335
O -0.6910 0.0512 0.1741
C 0.0146 -0.1284 -0.0361
H -0.0288 0.2278 0.4580
H -0.3972 -0.1685 0.0434
H -0.5239 -0.1125 0.4852
H 0.7485 0.1315 -0.2696
H 0.0516 -0.0006 0.4272
H 0.4562 0.5822 0.3164
H -0.0643 -0.2537 -0.2596
H -0.6644 -0.0830 -0.5581
H 0.4328 -0.2946 0.5820
H -0.0410 0.1165 -0.2431
H 0.2156 0.0056 0.4614
H 0.0804 0.2453 0.0531
H -0.1396 0.0557 0.1658
H 0.2271 -0.0417 -0.0195
H 0.0228 0.2002 -0.2903
C 1.0101 -0.9980 -0.3928
O -0.5938 0.1320 0.5786
H 0.0111 0.0619 -0.1056
H -0.3316 0.3276 -0.2928
H 0.0118 0.3802 0.4253
H -0.0806 0.1100 -0.2228

| no. | frontier orbital gap (eV) |
| --- | --- |
| 1 | 7.59 |
| 2 | 8.10 |
| 3 | 1.50 |